# 1
Molecular formula: C40H40ClIN2OP3RuSe2
Method: DFT, the ωB97M-V functional and the def2-TZVPD basis

XYZ file:
```
91
Properties=species:S:1:pos:R:3:forces:R:3
Ru -0.090 0.021 0.381 -0.61 -1.90 0.35
Se -1.928 1.269 2.403 0.33 -0.31 -0.97
P -2.702 2.191 0.587 -0.41 0.34 0.23
Se -1.764 1.705 -1.321 0.49 -0.63 1.17
C -4.490 1.754 0.560 0.40 0.05 -0.20
C -5.230 1.878 1.731 -0.01 0.05 -0.02
C -6.547 1.457 1.758 -0.01 0.04 0.11
C -7.121 0.889 0.630 -0.04 -0.02 -0.09
C -6.390 0.782 -0.540 -0.17 -0.04 -0.01
C -5.078 1.223 -0.578 0.16 0.13 -0.09
C -2.706 4.021 0.735 0.05 -0.40 0.03
C -3.006 4.785 -0.387 -0.05 -0.06 0.00
C -3.101 6.161 -0.273 -0.03 0.02 -0.13
C -2.886 6.777 0.949 0.03 -0.01 0.05
C -2.544 6.017 2.055 -0.01 0.18 0.02
C -2.456 4.640 1.950 -0.07 -0.17 0.06
H -4.761 2.287 2.616 -0.03 0.00 0.07
H -7.129 1.561 2.662 -0.01 -0.01 0.08
H -8.141 0.534 0.663 -0.08 0.00 0.01
H -6.840 0.353 -1.423 -0.04 -0.04 -0.08
H -4.495 1.159 -1.488 -0.01 -0.07 -0.03
H -3.160 4.299 -1.342 -0.01 0.04 -0.02
H -3.338 6.759 -1.141 -0.04 0.01 -0.07
H -2.988 7.849 1.032 0.07 0.09 0.03
H -2.342 6.494 3.002 -0.03 0.06 0.10
H -2.207 4.036 2.813 0.05 -0.02 0.05
Cl 4.407 0.868 -5.278 0.16 0.13 -0.16
C 3.226 0.276 -4.158 -0.13 -0.50 -0.15
C 2.725 -0.995 -4.330 0.48 0.66 -0.18
C 1.802 -1.501 -3.434 -0.72 -0.45 0.74
I 1.001 -3.432 -3.671 0.17 0.19 -0.09
C 1.349 -0.802 -2.308 0.87 0.18 -1.00
O 0.562 -1.319 -1.456 -1.19 0.49 1.92
C 1.845 0.546 -2.178 0.28 -0.11 -0.41
N 1.346 1.263 -1.157 0.18 0.25 0.47
C 1.707 2.516 -1.010 -0.16 -0.15 0.17
C 2.645 3.136 -1.844 0.17 -0.11 -0.31
C 3.197 2.421 -2.876 -0.13 0.18 0.16
C 2.786 1.090 -3.096 -0.24 -0.17 0.24
H 3.065 -1.593 -5.161 0.02 -0.04 -0.08
H 1.228 3.064 -0.210 0.04 -0.01 0.15
H 2.914 4.167 -1.669 0.03 0.03 0.02
H 3.922 2.867 -3.542 0.02 0.02 0.00
C 1.659 -2.406 3.118 -0.10 0.56 -0.29
P 0.975 -2.213 1.424 -0.76 0.14 0.12
C 2.146 -3.243 0.456 -0.20 0.54 -0.11
C -0.455 -3.382 1.534 0.11 0.13 -0.08
C -1.309 -3.280 0.281 0.02 0.15 0.03
P -2.018 -1.592 0.088 0.34 -0.28 -0.31
C -3.496 -1.718 1.173 0.39 0.43 0.08
C -2.775 -1.788 -1.561 0.15 0.33 0.08
H 1.703 -3.458 3.398 -0.06 -0.06 -0.10
H 1.039 -1.858 3.825 -0.02 0.02 0.04
H 2.660 -1.981 3.141 0.06 0.01 0.09
H 2.298 -4.202 0.949 -0.02 0.03 0.10
H 3.095 -2.718 0.365 0.07 -0.03 -0.05
H 1.729 -3.395 -0.537 0.06 0.00 -0.10
H -1.037 -3.118 2.424 0.07 -0.05 0.00
H -0.068 -4.399 1.658 -0.03 0.06 0.10
H -2.131 -4.002 0.296 0.05 0.04 -0.05
H -0.697 -3.464 -0.605 -0.04 -0.02 -0.09
H -4.030 -2.650 0.986 0.09 -0.05 -0.14
H -4.159 -0.877 0.978 -0.03 0.04 0.06
H -3.190 -1.666 2.217 -0.05 0.02 0.03
H -3.434 -2.655 -1.566 0.00 -0.06 0.04
H -1.974 -1.921 -2.285 0.06 0.00 -0.08
H -3.338 -0.894 -1.819 -0.01 -0.01 -0.02
N 1.123 0.914 1.813 -0.25 0.47 -1.84
C 2.142 1.488 2.250 -0.18 -0.79 0.10
C 2.241 2.946 2.504 -0.13 0.47 0.24
C 1.085 3.669 2.778 0.09 -0.06 0.00
C 1.161 5.011 3.093 -0.04 0.05 -0.04
C 2.388 5.653 3.096 0.04 0.11 0.00
C 3.539 4.949 2.777 0.05 0.21 0.03
C 3.474 3.597 2.497 -0.18 -0.05 -0.06
C 3.331 0.708 2.698 0.32 -0.08 0.04
C 4.010 -0.153 1.847 -0.01 0.15 0.07
C 5.084 -0.885 2.326 0.02 -0.16 -0.07
C 5.460 -0.789 3.656 0.08 -0.04 0.00
C 4.775 0.064 4.506 -0.05 -0.07 0.18
C 3.716 0.813 4.030 0.09 -0.14 -0.14
H 0.138 3.151 2.764 -0.08 -0.10 -0.01
H 0.258 5.549 3.342 -0.08 0.13 0.00
H 2.449 6.703 3.344 0.02 0.10 0.02
H 4.492 5.459 2.765 0.08 0.02 -0.01
H 4.378 3.051 2.263 0.04 -0.07 0.04
H 3.688 -0.236 0.816 0.01 0.03 -0.10
H 5.625 -1.545 1.666 0.08 -0.10 -0.12
H 6.282 -1.381 4.032 0.10 -0.02 0.00
H 5.062 0.138 5.544 0.04 -0.01 0.12
H 3.164 1.471 4.687 0.02 0.11 0.06
```
Positions in Å, forces in eV/Å.

Results
- charge = 0
- ΔE to the lowest compared entry with this formula, charge and spin (eV) = 2.974
- total energy (Eh) = -8412.742863
- 2S+1 = 2
- HOMO (alpha / beta) (hartree) = -0.23964 / -0.23813
- molecular weight (g mol⁻¹) = 1079.04
- expectation value of S² = 0.763
- Kohn-Sham gap (alpha / beta) (eV) = 5.7 / 6.1

Want to see where the charge sits? The Löwdin charges in e are:
1. Ru 0.746
2. Se 0.347
3. P 0.193
4. Se 0.389
5. C -0.416
6. C -0.114
7. C -0.075
8. C -0.083
9. C -0.081
10. C -0.135
11. C -0.393
12. C -0.108
13. C -0.077
14. C -0.080
15. C -0.085
16. C -0.122
17. H 0.087
18. H 0.105
19. H 0.103
20. H 0.105
21. H 0.050
22. H 0.080
23. H 0.105
24. H 0.103
25. H 0.103
26. H 0.058
27. Cl 0.679
28. C -0.627
29. C -0.181
30. C -0.618
31. I 0.893
32. C -0.471
33. O -0.288
34. C -0.158
35. N -0.004
36. C -0.150
37. C -0.030
38. C -0.017
39. C -0.173
40. H 0.093
41. H 0.104
42. H 0.108
43. H 0.090
44. C -0.234
45. P 0.888
46. C -0.232
47. C -0.410
48. C -0.412
49. P 0.786
50. C -0.253
51. C -0.256
52. H 0.050
53. H 0.049
54. H 0.017
55. H 0.053
56. H 0.037
57. H -0.005
58. H 0.080
59. H 0.087
60. H 0.089
61. H 0.053
62. H 0.052
63. H 0.017
64. H 0.024
65. H 0.053
66. H 0.029
67. H 0.001
68. N -0.091
69. C -0.393
70. C -0.193
71. C -0.038
72. C -0.076
73. C -0.091
74. C -0.084
75. C -0.034
76. C -0.215
77. C -0.062
78. C -0.095
79. C -0.097
80. C -0.080
81. C -0.036
82. H 0.036
83. H 0.089
84. H 0.098
85. H 0.100
86. H 0.117
87. H 0.108
88. H 0.101
89. H 0.099
90. H 0.101
91. H 0.123

=====

# 2
Molecular formula: C27H27N3O5
Method: DFT, the ωB97M-V functional and the def2-TZVPD basis

XYZ file:
```
62
Properties=species:S:1:pos:R:3:forces:R:3
C -1.136 -0.751 1.859 -0.08 0.08 -0.24
C -0.631 -0.315 0.506 -0.79 -0.07 0.18
N -1.374 -0.066 -0.502 0.52 0.28 -0.51
N -2.718 -0.139 -0.428 -0.15 -0.29 0.91
C -3.489 0.009 -1.531 -0.13 -0.07 -0.11
O -3.083 0.173 -2.659 0.09 0.07 -0.08
C -5.011 -0.068 -1.260 0.07 0.21 -0.06
C -5.511 1.196 -0.569 0.10 0.04 -0.09
C -4.702 2.298 -0.329 -0.06 -0.12 -0.04
C -5.231 3.432 0.267 -0.01 0.15 0.06
C -6.568 3.478 0.618 0.07 0.11 0.03
C -7.383 2.387 0.362 -0.10 -0.10 -0.02
C -6.858 1.254 -0.229 0.06 0.05 0.00
H -7.487 0.402 -0.441 -0.11 -0.09 0.00
H -8.431 2.421 0.623 -0.09 0.00 0.02
H -6.976 4.364 1.081 -0.03 0.07 0.04
H -4.592 4.283 0.451 0.04 0.07 0.01
H -3.659 2.288 -0.612 0.09 0.01 -0.01
C -5.276 -1.307 -0.421 -0.20 -0.08 0.00
C -5.301 -1.245 0.969 -0.07 -0.01 -0.07
C -5.484 -2.396 1.716 0.06 -0.05 0.12
C -5.646 -3.617 1.084 -0.02 -0.06 0.07
C -5.630 -3.682 -0.298 0.02 -0.06 0.00
C -5.442 -2.534 -1.047 0.00 0.09 -0.06
H -5.435 -2.576 -2.125 -0.01 0.00 -0.09
H -5.761 -4.631 -0.797 -0.01 -0.08 -0.04
H -5.789 -4.514 1.669 -0.02 -0.07 0.04
H -5.504 -2.336 2.794 -0.01 0.00 0.08
H -5.202 -0.292 1.473 -0.02 0.07 0.03
O -5.644 -0.177 -2.515 0.01 -0.14 -0.03
H -4.963 0.032 -3.181 0.02 0.01 0.13
H -3.183 -0.333 0.458 0.16 0.02 -0.31
C 0.807 -0.149 0.292 0.62 0.05 -0.11
C 1.702 0.030 1.346 -0.33 -0.07 -0.34
C 3.053 0.201 1.118 0.32 0.05 0.08
C 3.548 0.193 -0.183 -0.38 -0.02 0.26
C 2.657 0.024 -1.246 0.07 0.02 0.10
C 1.311 -0.140 -1.012 0.02 -0.02 0.17
H 0.621 -0.267 -1.830 -0.04 -0.01 -0.11
H 3.031 0.022 -2.260 0.03 -0.01 -0.12
N 4.900 0.357 -0.485 -0.05 -0.03 -0.41
C 5.962 0.512 0.361 0.27 0.07 -0.50
O 5.885 0.519 1.568 -0.03 0.00 0.30
C 7.269 0.682 -0.397 0.14 -0.07 0.41
C 8.457 0.761 0.557 -0.08 -0.01 -0.21
C 9.795 0.834 -0.191 -0.05 -0.09 0.14
C 10.078 -0.462 -0.907 -0.09 0.12 -0.23
O 9.448 -0.907 -1.831 -0.10 -0.04 -0.15
O 11.128 -1.102 -0.384 0.59 -0.22 0.43
H 11.284 -1.943 -0.844 -0.27 0.19 -0.11
H 10.607 1.024 0.510 -0.03 0.08 -0.07
H 9.755 1.637 -0.929 0.09 -0.04 -0.03
H 8.354 1.645 1.188 0.02 -0.08 0.04
H 8.447 -0.110 1.214 0.00 0.07 0.07
H 7.208 1.595 -0.995 -0.02 -0.02 -0.08
H 7.400 -0.158 -1.083 -0.07 0.10 -0.05
H 5.109 0.349 -1.474 0.08 0.01 0.22
H 3.731 0.343 1.943 0.01 0.00 0.01
H 1.349 0.064 2.365 -0.04 -0.04 0.11
H -1.432 0.114 2.453 -0.03 0.02 0.10
H -1.999 -1.410 1.755 -0.04 -0.03 0.04
H -0.365 -1.295 2.394 -0.01 -0.02 0.06
```
Positions in Å, forces in eV/Å.

Results
- charge = 0
- ΔE to the lowest compared entry with this formula, charge and spin (eV) = 0.805
- total energy (Eh) = -1585.594226
- HOMO (hartree) = -0.29722
- molecular weight (g mol⁻¹) = 473.53
- Kohn-Sham gap (eV) = 8.6

Want to see where the charge sits? The natural (NBO) charges in e are:
1. C -0.698
2. C 0.251
3. N -0.233
4. N -0.465
5. C 0.672
6. O -0.592
7. C 0.108
8. C -0.052
9. C -0.162
10. C -0.226
11. C -0.210
12. C -0.208
13. C -0.189
14. H 0.224
15. H 0.214
16. H 0.214
17. H 0.214
18. H 0.210
19. C -0.051
20. C -0.194
21. C -0.227
22. C -0.213
23. C -0.198
24. C -0.192
25. H 0.235
26. H 0.216
27. H 0.215
28. H 0.214
29. H 0.215
30. O -0.709
31. H 0.503
32. H 0.395
33. C -0.116
34. C -0.184
35. C -0.212
36. C 0.153
37. C -0.236
38. C -0.157
39. H 0.243
40. H 0.206
41. N -0.600
42. C 0.693
43. O -0.605
44. C -0.516
45. C -0.376
46. C -0.510
47. C 0.798
48. O -0.610
49. O -0.681
50. H 0.498
51. H 0.234
52. H 0.229
53. H 0.223
54. H 0.220
55. H 0.220
56. H 0.250
57. H 0.399
58. H 0.249
59. H 0.209
60. H 0.234
61. H 0.225
62. H 0.238

=====

# 3
Molecular formula: C11H19N4O4Pt
Method: DFT, the ωB97M-V functional and the def2-TZVPD basis

XYZ file:
```
39
Properties=species:S:1:pos:R:3:forces:R:3
Pt -0.232 0.486 -0.387 0.46 -1.37 0.90
C 2.751 1.168 -0.870 0.07 -0.06 -0.14
N 1.860 0.024 -0.576 -0.16 0.71 -0.39
C 2.230 -0.549 0.741 0.07 0.05 0.02
C 1.984 -1.027 -1.637 0.03 -0.07 0.11
C 0.899 -0.842 -2.665 0.01 0.08 -0.05
N -0.427 -0.768 -2.000 -0.25 0.25 -0.02
C -0.948 -2.102 -1.613 0.16 -0.08 0.06
C -1.395 -0.152 -2.949 -0.07 -0.05 0.05
H 3.797 0.850 -0.856 0.00 0.00 0.01
H 2.609 1.935 -0.113 0.01 0.00 0.00
H 2.514 1.582 -1.847 -0.02 0.01 0.01
H 3.266 -0.898 0.714 0.00 -0.01 -0.01
H 1.568 -1.377 0.982 -0.01 -0.01 -0.01
H 2.132 0.215 1.509 0.01 0.01 -0.01
H 1.909 -2.004 -1.162 -0.04 0.02 0.04
H 2.969 -0.969 -2.104 0.01 -0.02 0.01
H 0.891 -1.641 -3.410 0.08 -0.03 0.02
H 1.053 0.103 -3.187 -0.05 0.00 -0.02
H -1.110 -2.703 -2.509 0.01 -0.01 0.00
H -1.880 -1.968 -1.070 -0.01 0.01 -0.02
H -0.241 -2.603 -0.955 0.01 -0.01 -0.02
H -1.464 -0.762 -3.853 0.01 -0.02 0.02
H -1.062 0.849 -3.212 0.00 0.02 0.02
H -2.372 -0.104 -2.474 0.00 0.01 0.01
O -3.324 1.961 4.353 -0.04 -0.02 -0.01
C -2.322 2.798 4.168 0.06 0.03 0.00
O -2.108 3.747 4.871 -0.01 -0.03 0.01
C -1.403 2.533 3.011 -0.08 0.03 -0.05
C -0.330 3.349 2.724 0.02 0.06 -0.08
N 0.268 2.867 1.621 0.07 -0.09 0.13
N -0.361 1.767 1.185 0.18 -0.01 -0.11
C -1.385 1.561 2.003 -0.07 0.07 0.04
C -2.285 0.418 1.649 -0.05 -0.15 0.16
O -3.256 0.165 2.334 0.07 -0.02 -0.04
O -1.904 -0.250 0.604 -0.51 0.72 -0.66
H -3.372 1.257 3.661 0.00 0.00 0.01
H 0.009 4.239 3.228 0.01 -0.02 0.01
H 1.062 3.238 1.127 -0.01 0.02 0.00
```
Positions in Å, forces in eV/Å.

Results
- charge = +1
- ΔE to the lowest compared entry with this formula, charge and spin (eV) = 0.951
- total energy (Eh) = -1069.656393
- HOMO (hartree) = -0.46881
- molecular weight (g mol⁻¹) = 466.38
- Kohn-Sham gap (eV) = 9.0

Want to see where the charge sits? The natural (NBO) charges in e are:
1. Pt 0.919
2. C -0.409
3. N -0.429
4. C -0.424
5. C -0.249
6. C -0.242
7. N -0.392
8. C -0.431
9. C -0.426
10. H 0.208
11. H 0.201
12. H 0.222
13. H 0.213
14. H 0.228
15. H 0.222
16. H 0.225
17. H 0.233
18. H 0.233
19. H 0.220
20. H 0.210
21. H 0.258
22. H 0.213
23. H 0.215
24. H 0.222
25. H 0.240
26. O -0.651
27. C 0.780
28. O -0.554
29. C -0.226
30. C 0.056
31. N -0.302
32. N -0.311
33. C 0.074
34. C 0.764
35. O -0.589
36. O -0.733
37. H 0.514
38. H 0.270
39. H 0.429

=====

# 4
Molecular formula: C10H12S2
Method: DFT, the ωB97M-V functional and the def2-TZVPD basis

XYZ file:
```
24
Properties=species:S:1:pos:R:3:forces:R:3
C -1.518 -1.792 -2.416 -1.27 0.74 -0.43
C -0.320 -1.803 -1.766 1.43 -0.99 1.50
C -2.590 -1.008 -1.884 1.01 -1.11 -0.73
C -0.157 -1.311 -0.439 -4.15 0.61 -2.61
C -2.338 -0.373 -0.697 -0.67 1.42 1.09
C -1.176 -0.558 0.156 -0.63 -1.76 -3.53
C 2.906 1.326 1.342 -2.74 -3.32 1.77
C 2.018 0.977 0.201 -2.93 3.45 0.89
C 0.803 1.584 -0.033 4.20 -0.68 0.95
C -1.082 0.104 1.406 -0.18 1.54 2.13
S 0.184 -0.353 2.551 -0.13 -1.09 -0.50
S -2.093 1.332 1.762 -0.13 0.32 0.50
H -1.645 -2.290 -3.375 0.11 0.06 0.16
H 0.571 -2.347 -2.143 -0.88 0.39 -0.09
H -3.556 -0.930 -2.446 1.10 0.18 0.74
H 0.745 -1.459 -0.053 3.48 -0.49 2.06
H -3.055 0.435 -0.444 0.42 -0.96 0.41
H 2.476 0.689 2.249 1.31 0.63 -1.67
H 3.898 1.082 1.184 2.03 -0.75 -0.34
H 2.344 0.121 -0.258 0.50 -1.85 -1.76
H 0.153 1.396 -0.821 -0.84 -0.65 -1.24
H 0.522 2.367 0.623 -0.17 0.85 0.44
H 0.037 0.581 3.495 -0.45 0.22 -0.22
H 2.875 2.229 1.806 -0.42 3.23 0.48
```
Positions in Å, forces in eV/Å.

Results
- charge = 0
- ΔE to the lowest compared entry with this formula, charge and spin (eV) = 1.089
- total energy (Eh) = -1184.513406
- HOMO (hartree) = -0.31456
- molecular weight (g mol⁻¹) = 196.34
- Kohn-Sham gap (eV) = 7.6

Want to see where the charge sits? The natural (NBO) charges in e are:
1. C -0.176
2. C -0.231
3. C -0.226
4. C -0.126
5. C -0.143
6. C -0.195
7. C -0.646
8. C -0.165
9. C -0.395
10. C -0.251
11. S 0.089
12. S -0.004
13. H 0.218
14. H 0.217
15. H 0.229
16. H 0.204
17. H 0.237
18. H 0.207
19. H 0.212
20. H 0.181
21. H 0.200
22. H 0.191
23. H 0.158
24. H 0.214

=====

Q: Which of these has the highest charge?
A: C11H19N4O4Pt